Entry 1:
Here is a cluster of 4 separate species, C7H23NO3 in total in a non-equilibrium geometry from the OMol25 dataset. Energies are from wB97M-V/def2-TZVPD.

Geometry as XYZ:
```
34
Properties=species:S:1:pos:R:3:forces:R:3
O -2.1390 -2.1965 -1.6547 0.0 0.0 -0.1
O -0.6273 1.0682 -2.0398 -0.1 -0.1 0.1
O 1.9550 2.2389 -1.4210 -0.2 0.1 -0.2
N 0.9940 0.4944 0.8346 0.1 0.7 0.4
C 1.3814 -1.9634 -1.1350 -0.5 -0.5 -0.7
C -2.0900 0.5026 0.8247 0.2 0.1 -0.9
C -2.1865 -0.7910 1.6162 0.6 0.1 0.2
C 1.6810 -0.7557 1.0557 0.0 -0.7 -0.4
C 0.1677 0.9872 1.9647 1.1 -0.6 -0.9
C 2.3564 -1.2410 -0.2369 -0.8 0.5 0.3
C -1.1275 1.5402 1.4195 -0.5 0.1 0.6
H 1.7902 -2.2425 -2.1126 0.2 0.0 0.3
H 0.0327 0.1775 2.6870 -0.3 -0.1 -0.1
H -1.6668 -1.3560 -1.6493 0.0 0.1 0.0
H -1.6748 1.9990 2.2406 0.1 0.3 0.2
H 1.5898 3.1065 -1.2067 0.2 -0.1 0.1
H 3.2316 -1.8429 -0.0055 0.0 0.0 -0.1
H -1.8266 0.2971 -0.2153 0.3 -0.2 0.1
H 0.4835 -1.3967 -1.3954 0.2 0.4 0.2
H 2.0996 1.7975 -0.5716 -0.1 0.0 0.4
H 0.7929 1.7061 2.4886 -0.3 0.5 0.2
H -1.3522 -1.4514 1.3729 -0.1 -0.2 -0.3
H -0.9157 2.3403 0.7031 0.0 -0.1 0.0
H -3.0545 0.9779 0.6763 -0.3 0.1 0.4
H -2.0262 -0.6061 2.6771 -0.5 0.1 0.2
H -3.1250 -1.3123 1.4542 -0.1 -0.1 0.1
H -2.7180 -2.1640 -0.8882 0.0 0.0 0.0
H 0.9813 -2.8609 -0.6736 0.1 -0.3 0.1
H 2.4405 -0.6404 1.8211 0.1 0.3 0.3
H 0.4654 0.5174 -0.0242 -0.2 -0.6 0.1
H 0.9849 -1.5329 1.4086 0.1 -0.1 0.1
H -0.6431 1.3013 -2.9731 0.1 0.0 0.0
H 0.2469 1.3502 -1.7205 0.1 0.2 -0.5
H 2.6494 -0.3280 -0.7401 0.6 0.1 -0.2
```
Positions in Å, forces in eV/Å.

Summary:
- SMILES: CCCCNCCC.O.O.O
- Frontier orbital gap: 9.58 eV
- E_HOMO: -9.0 eV
- LUMO level: 0.0226 Eh
- Energy relative to the best compared isomer or geometry (same formula, charge and spin): 0.0 kcal per mole
- Multiplicity: 1
- Total energy: -560.96969 Ha

Results of the Mulliken charge analysis, in e, for atoms 1 through 4:
1 O -0.67
2 O -0.55
3 O -0.74
4 N 0.07

Entry 2:
Here is a structure of composition C23H34BrMnN5O2SSiTe in a non-equilibrium geometry from the OMol25 dataset. Energies are from wB97M-V/def2-TZVPD.

Geometry as XYZ:
```
69
Properties=species:S:1:pos:R:3:forces:R:3
Te -1.4118 0.8631 2.0398 0.3 0.1 0.1
Br 2.6361 3.2556 1.1825 0.0 0.0 0.0
Mn -0.2535 1.1817 -0.3069 -0.4 -1.8 0.8
S -0.6797 -0.9991 -0.4917 0.7 1.4 -0.1
Si -2.0212 -4.2732 -0.8863 -0.1 0.0 0.0
O -1.8266 1.8563 -0.8595 -0.4 0.5 -0.6
O -3.0498 3.6010 -1.5713 -0.2 0.0 0.0
N 0.1036 3.3330 -0.0330 0.1 0.1 -0.1
N 3.8215 0.0700 -0.4623 0.2 0.0 0.0
N 1.5882 0.7670 -0.5265 -0.3 0.3 -0.3
N 2.3824 -0.3910 1.2887 0.2 0.0 0.0
N -3.1015 -0.3044 0.2856 0.3 -0.2 -0.2
C 4.9472 -0.4374 0.3371 -0.1 0.0 0.0
C -2.8961 -2.5858 -0.5648 0.3 0.4 0.1
C -4.2996 -2.6438 -0.5538 0.1 0.0 0.0
C -2.0691 3.1526 -1.0654 0.2 -0.3 0.2
C -0.9476 4.0086 -0.5555 0.2 -0.1 0.1
C 2.6036 0.1513 0.0778 0.0 -0.2 0.1
C 0.0154 1.7904 3.3460 0.0 0.0 0.0
C 0.0400 6.1221 -0.1598 0.0 0.2 0.0
C 3.3697 -1.1217 2.0964 -0.1 0.0 -0.1
C -1.0253 5.3760 -0.6359 -0.1 0.1 -0.1
C 1.7803 1.3386 -1.8669 0.2 -0.1 0.1
C -4.4110 -0.4187 0.3086 -0.4 -0.3 -0.1
C 2.8227 0.5499 -2.6335 -0.1 -0.1 0.0
C -2.3698 -1.3254 -0.2039 -0.6 -0.2 0.2
C 1.1167 4.0760 0.4218 -0.1 -0.2 0.0
C -2.5480 -5.2939 0.5711 0.0 -0.1 0.2
C 1.1266 5.4612 0.3769 0.1 0.1 0.0
C -5.0641 -1.5658 -0.1618 0.0 0.3 0.1
C -2.7045 2.5289 2.1143 -0.1 0.0 -0.1
C -2.7291 -4.9701 -2.4498 0.0 0.0 -0.2
C 4.0942 0.5734 -1.8151 0.0 -0.1 0.1
C 4.4910 -1.5996 1.1973 -0.1 0.0 -0.1
C -0.1653 -4.1993 -0.9624 0.2 0.1 0.0
H -6.1456 -1.6109 -0.1762 0.1 0.0 0.0
H -3.8146 -5.0806 -2.3926 0.1 0.0 0.0
H -2.3053 -5.9645 -2.6207 -0.1 0.1 0.0
H 1.4484 -0.3024 1.6389 -0.2 0.0 0.0
H -4.7933 -3.5625 -0.8551 0.0 0.1 0.0
H -0.2583 2.8279 3.5261 0.0 0.0 -0.1
H -0.0177 1.2376 4.2821 0.0 0.0 0.0
H 5.3202 -1.9687 1.7973 0.0 0.0 0.0
H -2.2099 -4.8620 1.5181 0.0 -0.1 -0.1
H -3.0921 2.5804 3.1297 0.0 0.0 0.0
H 5.3472 0.3661 0.9617 0.0 0.0 0.0
H 2.4857 -0.4822 -2.7538 0.0 0.0 -0.1
H -3.6353 -5.4028 0.6128 0.1 0.0 0.0
H 0.8219 1.2951 -2.4076 -0.1 0.0 0.0
H 0.0277 7.2038 -0.2067 0.0 0.0 0.0
H 2.0779 2.3854 -1.7978 0.0 0.1 0.0
H 2.9888 0.9771 -3.6200 0.0 0.0 0.0
H 2.8688 -1.9610 2.5730 -0.1 0.0 0.0
H 0.1973 -5.2178 -1.1404 0.0 0.1 0.0
H 3.7596 -0.4721 2.8814 0.0 0.1 0.0
H 4.8465 -0.0719 -2.2638 0.0 0.0 0.0
H 5.7321 -0.7430 -0.3497 0.0 0.0 -0.1
H 4.1383 -2.4109 0.5580 0.0 0.0 0.0
H 1.0186 1.7457 2.9337 0.0 0.0 0.0
H -3.5115 2.3874 1.4019 0.0 0.0 0.0
H -2.4946 -4.3502 -3.3196 0.0 -0.1 0.0
H -1.9097 5.8185 -1.0731 0.0 0.0 0.0
H 4.5067 1.5832 -1.7626 0.0 0.0 0.0
H -2.1142 -6.2955 0.4816 -0.1 0.1 0.1
H 0.2757 -3.8469 -0.0254 0.0 0.0 -0.1
H 0.2007 -3.5696 -1.7772 0.0 -0.1 0.0
H -2.1404 3.4272 1.8831 0.0 0.0 0.0
H 1.9829 5.9973 0.7620 0.0 0.0 0.0
H -4.9679 0.4160 0.7232 0.0 -0.1 -0.1
```
Positions in Å, forces in eV/Å.

Summary:
- Frontier orbital gap (alpha / beta): 6.12 / 5.83 eV
- E_HOMO (alpha / beta): -14.3 / -14.2 eV
- Total charge: +2
- LUMO level (alpha / beta): -0.2994 / -0.3073 Eh
- Energy relative to the best compared isomer or geometry (same formula, charge and spin): 58.7 kcal per mole
- Multiplicity: 2
- <S²>: 0.869
- Total energy: -6001.29582 Ha

Results of the Mulliken charge analysis, in e, for atoms 1 through 4:
1 Te 0.69
2 Br 0.02
3 Mn 0.38
4 S 0.14

Entry 3:
Here is an isolated molecule of C4H7N3O in a non-equilibrium geometry from the OMol25 dataset. Energies are from wB97M-V/def2-TZVPD.

Geometry as XYZ:
```
15
Properties=species:S:1:pos:R:3:forces:R:3
O -1.0245 -1.1998 -0.0340 -2.4 -0.3 -3.0
N 1.9791 0.3716 -0.2194 -1.3 -1.2 1.5
N -1.6102 -0.1719 -1.0292 0.0 -1.1 0.2
N 1.7691 -0.9801 -0.5219 0.9 -5.1 3.8
C 1.0434 1.0919 0.3145 6.3 2.2 -1.2
C -0.8721 -0.5293 1.1069 3.2 -0.8 4.8
C -0.3185 0.8572 0.5758 -4.1 1.4 3.9
C -1.1690 0.9402 -0.6458 -1.6 3.3 -0.6
H 0.9963 -1.7071 0.1341 2.1 3.7 -2.5
H -0.1340 -1.3119 1.8331 -1.1 2.5 -2.2
H -0.7269 1.7364 1.2487 1.0 -1.7 -0.9
H -1.6653 -0.5062 1.9348 0.0 0.6 -1.9
H 2.6674 -1.5713 -0.0727 -2.3 2.6 -2.2
H 1.6040 2.1322 0.5004 -2.2 -1.9 -0.3
H -1.6152 2.1290 -1.0214 1.6 -4.3 0.6
```
Positions in Å, forces in eV/Å.

Summary:
- SMILES: N/N=C\[C@H]1C=NOC1
- Frontier orbital gap: 9.67 eV
- E_HOMO: -9.2 eV
- LUMO level: 0.0184 Eh
- Energy relative to the best compared isomer or geometry (same formula, charge and spin): 181.6 kcal per mole
- Multiplicity: 1
- Total energy: -395.85894 Ha

Results of the Mulliken charge analysis, in e, for atoms 1 through 4:
1 O -0.26
2 N -0.32
3 N -0.36
4 N -0.50

Entry 4:
Here is a cluster of 2 separate species, C13H19N in total from the OMol25 dataset. Energies are from wB97M-V/def2-TZVPD.

Geometry as XYZ:
```
33
Properties=species:S:1:pos:R:3:forces:R:3
N 1.8610 -1.1573 1.4331 0.0 0.0 -0.2
C 0.7739 0.4689 0.3328 0.4 -0.1 0.3
C -4.1096 -0.1746 -0.5047 0.3 -0.6 -0.5
C -0.6572 2.0607 1.4222 0.4 0.4 -0.6
C -0.3104 1.5598 2.6827 0.2 0.2 -0.2
C -0.1037 1.5511 0.2605 0.2 0.4 0.1
C 1.3294 -0.2321 -2.1235 0.2 -0.4 0.3
C 2.0944 -1.3306 0.0780 -0.2 -0.2 0.4
C 1.4849 -0.3403 -0.6263 -0.6 0.0 -0.5
C 0.5337 0.4717 2.7786 -0.3 -0.2 0.3
C -2.4268 -1.3174 -2.0300 0.3 -0.9 -0.2
C 2.6503 -0.0687 -2.8846 -0.2 0.1 0.1
C -2.6881 -0.7727 -0.6308 -0.6 -0.2 -0.2
C 1.0628 -0.0578 1.6069 -0.3 -0.2 0.1
H 2.4989 -0.2562 -3.9501 0.1 0.2 0.0
H -1.8888 -0.0898 -0.3523 -0.2 0.1 0.2
H 0.8896 -1.1639 -2.4842 -0.2 0.0 0.0
H -0.5945 2.1247 3.5639 -0.3 -0.4 0.0
H 2.2183 -1.7367 2.1687 0.0 0.0 0.0
H 0.6944 -0.0221 3.7319 0.3 0.2 0.0
H -1.5670 -1.9984 -2.0619 0.3 0.4 0.2
H -4.5515 -0.4621 0.4442 0.0 0.5 0.3
H -1.2728 2.9434 1.3034 -0.1 0.0 0.3
H -4.7345 -0.6851 -1.2437 -0.1 0.2 -0.1
H -2.2766 -0.5532 -2.7959 -0.1 0.0 0.1
H -2.6809 -1.6082 0.0697 0.4 -0.1 0.0
H 3.3494 -0.8194 -2.5145 0.1 0.1 -0.1
H 3.0977 0.9179 -2.7402 0.0 -0.1 0.0
H 0.5870 0.5419 -2.3223 0.2 0.1 -0.2
H -4.1637 0.8957 -0.6990 0.0 0.0 0.2
H -0.2664 2.0788 -0.6715 -0.2 -0.2 -0.1
H -3.2243 -1.9977 -2.3440 -0.3 0.4 -0.1
H 2.5599 -2.2471 -0.2521 0.2 0.2 -0.1
```
Positions in Å, forces in eV/Å.

Summary:
- SMILES: CCc1c[nH]c2ccccc12.CCC
- Frontier orbital gap: 8.72 eV
- E_HOMO: -7.8 eV
- LUMO level: 0.0330 Eh
- Energy relative to the best compared isomer or geometry (same formula, charge and spin): 10.6 kcal per mole
- Multiplicity: 1
- Total energy: -561.50580 Ha

Results of the Mulliken charge analysis, in e, for atoms 1 through 4:
1 N 0.00
2 C 1.22
3 C -1.15
4 C -0.60